Entry 1:
The following is a quantum chemistry calculation of C38H54F4N5NbO4PS as an isolated structure in a non-equilibrium geometry, from the Open Molecules 2025 dataset.

Output
maximum force: 3.3 eV Å⁻¹
HOMO-LUMO gap: 6.67 eV
LUMO energy: -3.30 eV
relative energy (zero: lowest compared OMol25 entry of this formula, charge and spin): 67.37 kJ/mol

Geometry as ORCA input:
```
! wB97M-V def2-TZVPD RIJCOSX def2/J DEFGRID3
* xyz 1 1
Nb 9.398 10.816 14.414
N 7.145 11.561 14.297
C 6.782 11.704 12.911
C 7.432 10.585 12.061
O 7.176 10.233 10.919
N 8.329 9.906 12.881
C 9.101 8.795 12.249
C 10.578 8.976 12.475
O 11.456 8.505 11.748
O 10.867 9.688 13.589
H 6.623 10.801 14.795
H 7.013 12.414 14.833
H 7.149 12.652 12.493
H 5.685 11.748 12.787
H 8.952 8.744 11.145
H 8.773 7.776 12.792
C 11.553 11.473 10.681
N 10.557 12.181 11.517
C 9.517 12.878 10.700
C 11.245 13.067 12.469
C 10.407 13.715 13.508
N 10.017 12.775 14.594
C 9.923 13.452 15.852
C 8.849 14.339 16.163
F 7.750 14.323 15.332
C 9.157 15.438 16.996
F 8.286 16.499 17.074
C 10.237 15.433 17.809
C 11.196 14.425 17.686
F 12.237 14.466 18.523
C 11.081 13.470 16.710
F 12.139 12.731 16.380
H 12.084 12.158 9.958
H 11.080 10.645 10.144
H 12.408 11.060 11.188
H 9.945 13.726 10.121
H 8.757 13.280 11.382
H 9.053 12.123 10.040
H 11.755 13.856 11.900
H 11.989 12.396 12.874
H 9.482 14.132 13.035
H 10.980 14.510 14.006
H 10.351 16.252 18.487
C 6.926 7.619 15.849
C 8.229 7.340 16.639
C 7.961 6.449 17.847
C 9.287 6.630 15.750
P 9.091 8.949 17.233
N 9.023 10.058 16.060
C 10.928 8.609 17.697
C 11.410 10.000 18.156
C 11.827 8.229 16.495
C 11.078 7.576 18.821
C 8.001 9.740 18.703
C 6.515 9.575 18.352
C 8.345 9.172 20.107
C 8.367 11.226 18.658
H 6.641 6.776 15.236
H 7.029 8.469 15.176
H 6.136 7.824 16.539
H 7.630 5.440 17.449
H 7.145 6.860 18.434
H 8.859 6.220 18.398
H 8.810 5.854 15.178
H 9.966 6.133 16.452
H 9.874 7.294 15.131
H 11.062 10.823 17.529
H 12.495 10.070 18.151
H 11.243 10.235 19.198
H 11.615 8.880 15.598
H 11.712 7.192 16.191
H 12.849 8.301 16.793
H 10.368 7.668 19.631
H 12.073 7.831 19.242
H 11.094 6.506 18.489
H 6.101 8.529 18.450
H 6.260 9.927 17.394
H 5.919 10.124 19.097
H 8.123 8.130 20.039
H 7.800 9.763 20.892
H 9.410 9.399 20.325
H 8.228 11.583 17.636
H 9.339 11.580 19.114
H 7.634 11.874 19.210
O 14.050 10.558 7.624
S 15.013 9.950 8.608
C 16.667 10.149 7.904
C 17.612 9.831 8.813
C 18.949 10.217 8.501
C 19.188 11.001 7.369
C 18.253 11.119 6.337
C 16.981 10.711 6.676
C 14.944 8.180 8.612
C 15.531 7.389 9.655
C 15.341 6.026 9.535
C 14.590 5.404 8.504
C 13.991 6.232 7.513
C 14.199 7.650 7.607
H 17.442 9.378 9.827
H 19.704 9.998 9.237
H 20.179 11.514 7.312
H 18.475 11.378 5.318
H 16.101 10.915 6.046
H 15.836 7.840 10.583
H 15.860 5.399 10.246
H 14.375 4.355 8.596
H 13.424 5.848 6.673
H 13.666 8.384 6.970
*
```

These are the Löwdin partial charges, in e, on atoms 1 to 99: number 1, Nb, carries 1.86; number 2, N, carries -0.06; number 3, C, carries -0.15; number 4, C, carries -0.49; number 5, O, carries 0.08; number 6, N, carries -0.16; number 7, C, carries -0.11; number 8, C, carries -0.57; number 9, O, carries 0.09; number 10, O, carries -0.25; number 11, H, carries 0.11; number 12, H, carries 0.08; number 13, H, carries 0.11; number 14, H, carries 0.14; number 15, H, carries 0.14; number 16, H, carries 0.17; number 17, C, carries -0.09; number 18, N, carries -0.26; number 19, C, carries -0.06; number 20, C, carries -0.23; number 21, C, carries -0.19; number 22, N, carries -0.20; number 23, C, carries -0.18; number 24, C, carries -0.11; number 25, F, carries 0.05; number 26, C, carries -0.18; number 27, F, carries 0.08; number 28, C, carries 0.09; number 29, C, carries -0.19; number 30, F, carries 0.12; number 31, C, carries -0.18; number 32, F, carries 0.11; number 33, H, carries 0.11; number 34, H, carries 0.09; number 35, H, carries 0.07; number 36, H, carries 0.10; number 37, H, carries 0.05; number 38, H, carries 0.09; number 39, H, carries 0.13; number 40, H, carries 0.11; number 41, H, carries 0.12; number 42, H, carries 0.14; number 43, H, carries 0.15; number 44, C, carries -0.06; number 45, C, carries -0.58; number 46, C, carries -0.08; number 47, C, carries -0.07; number 48, P, carries 1.04; number 49, N, carries -0.40; number 50, C, carries -0.57; number 51, C, carries -0.10; number 52, C, carries -0.07; number 53, C, carries -0.07; number 54, C, carries -0.56; number 55, C, carries -0.08; number 56, C, carries -0.06; number 57, C, carries -0.13; number 58, H, carries 0.09; number 59, H, carries 0.05; number 60, H, carries 0.05; number 61, H, carries 0.13; number 62, H, carries 0.06; number 63, H, carries 0.06; number 64, H, carries 0.09; number 65, H, carries 0.07; number 66, H, carries 0.05; number 67, H, carries 0.04; number 68, H, carries 0.10; number 69, H, carries 0.08; number 70, H, carries 0.07; number 71, H, carries 0.07; number 72, H, carries 0.08; number 73, H, carries 0.05; number 74, H, carries 0.11; number 75, H, carries 0.10; number 76, H, carries 0.09; number 77, H, carries 0.05; number 78, H, carries 0.10; number 79, H, carries 0.05; number 80, H, carries 0.11; number 81, H, carries 0.07; number 82, H, carries 0.04; number 83, H, carries 0.10; number 84, H, carries 0.10; number 85, O, carries -0.52; number 86, S, carries 0.99; number 87, C, carries -0.39; number 88, C, carries -0.11; number 89, C, carries -0.06; number 90, C, carries -0.09; number 91, C, carries -0.06; number 92, C, carries -0.07; number 93, C, carries -0.40; number 94, C, carries -0.07; number 95, C, carries -0.09; number 96, C, carries -0.06; number 97, C, carries -0.03; number 98, C, carries -0.08; number 99, H, carries 0.12

Entry 2:
The following is a quantum chemistry calculation of a 2-piece molecular cluster, C4H13N3O overall in a non-equilibrium geometry, from the Open Molecules 2025 dataset.

Output
maximum force: 2.3 eV Å⁻¹
HOMO-LUMO gap (spin up / spin down): 7.55 / 7.55 eV
LUMO energy (spin up / spin down): 0.87 / 0.87 eV
relative energy (zero: lowest compared OMol25 entry of this formula, charge and spin): 506.74 kJ/mol

Geometry as ORCA input:
```
! wB97M-V def2-TZVPD RIJCOSX def2/J DEFGRID3
* xyz 0 1
C 1.354 1.462 -0.038
C 0.659 -1.707 -1.591
N 0.367 -0.844 -0.461
N 1.733 1.819 1.214
H 0.674 -1.124 0.463
H 2.588 1.404 1.559
H 0.985 1.768 1.910
H 0.742 2.154 -0.597
H 2.115 0.948 -0.613
H 0.735 -1.097 -2.496
H 1.624 -2.200 -1.449
H -0.121 -2.458 -1.755
N -1.945 -1.254 -0.123
C -0.871 0.995 0.496
C -0.952 -0.194 -0.437
O -0.587 0.496 1.861
H -1.411 0.477 2.363
H -1.827 -1.504 0.855
H -2.879 -0.868 -0.217
H -1.809 1.557 0.500
H -1.174 0.171 -1.445
*
```

The computed Löwdin charges, all in e, follow: number 1, C, carries -0.07; number 2, C, carries -0.12; number 3, N, carries -0.13; number 4, N, carries 0.01; number 5, H, carries 0.11; number 6, H, carries 0.09; number 7, H, carries 0.07; number 8, H, carries 0.05; number 9, H, carries 0.08; number 10, H, carries 0.07; number 11, H, carries 0.07; number 12, H, carries 0.07; number 13, N, carries 0.04; number 14, C, carries -0.18; number 15, C, carries -0.45; number 16, O, carries -0.15; number 17, H, carries 0.07; number 18, H, carries 0.06; number 19, H, carries 0.06; number 20, H, carries 0.09; number 21, H, carries 0.14

Entry 3:
The following is a quantum chemistry calculation of a 2-piece molecular cluster, C10H15N overall in a non-equilibrium geometry, from the Open Molecules 2025 dataset.

Output
maximum force: 1.6 eV Å⁻¹
HOMO-LUMO gap: 9.02 eV
LUMO energy: 0.94 eV
SMILES string: C#CC(C)C.Cn1cccc1
relative energy (zero: lowest compared OMol25 entry of this formula, charge and spin): 194.26 kJ/mol

Geometry as ORCA input:
```
! wB97M-V def2-TZVPD RIJCOSX def2/J DEFGRID3
* xyz 0 1
C 0.493 0.227 -2.429
C 0.429 -0.865 -1.904
C 0.224 -2.186 -1.281
C -1.235 -2.642 -1.489
C 0.572 -2.225 0.211
H 0.540 1.203 -2.877
H 0.854 -2.896 -1.796
H -1.915 -1.888 -1.072
H -1.408 -3.600 -0.980
H -1.458 -2.760 -2.557
H 1.622 -1.985 0.414
H -0.111 -1.570 0.772
H 0.444 -3.263 0.574
C -1.599 2.720 1.149
N -0.284 2.078 1.154
C 0.711 2.390 0.293
C 1.775 1.553 0.525
C 1.392 0.672 1.590
C 0.096 1.036 1.942
H -2.213 2.356 1.981
H -1.492 3.800 1.215
H -2.122 2.506 0.206
H 0.583 3.237 -0.371
H 2.702 1.573 -0.022
H 1.950 -0.128 2.015
H -0.550 0.655 2.737
*
```

The computed Löwdin charges, all in e, follow: number 1, C, carries 0.11; number 2, C, carries -0.11; number 3, C, carries -0.44; number 4, C, carries -0.08; number 5, C, carries -0.08; number 6, H, carries 0.03; number 7, H, carries 0.12; number 8, H, carries 0.08; number 9, H, carries 0.08; number 10, H, carries 0.08; number 11, H, carries 0.07; number 12, H, carries 0.07; number 13, H, carries 0.08; number 14, C, carries -0.02; number 15, N, carries -0.18; number 16, C, carries -0.14; number 17, C, carries -0.10; number 18, C, carries -0.11; number 19, C, carries -0.12; number 20, H, carries 0.09; number 21, H, carries 0.08; number 22, H, carries 0.09; number 23, H, carries 0.12; number 24, H, carries 0.09; number 25, H, carries 0.08; number 26, H, carries 0.12

Entry 4:
The following is a quantum chemistry calculation of an isolated ion of composition C4H8N and charge +1 in a non-equilibrium geometry, from the Open Molecules 2025 dataset.

Output
maximum force: 2.3 eV Å⁻¹
HOMO-LUMO gap: 9.10 eV
LUMO energy: -5.50 eV
SMILES string: C=[NH+]/C=C/C
relative energy (zero: lowest compared OMol25 entry of this formula, charge and spin): 53.28 kJ/mol

Geometry as ORCA input:
```
! wB97M-V def2-TZVPD RIJCOSX def2/J DEFGRID3
* xyz 1 1
C -0.392 2.087 1.588
N -0.473 0.907 1.111
C -0.027 0.405 -0.149
C -0.002 -0.914 -0.327
C 0.344 -1.625 -1.594
H -0.404 2.259 2.657
H -0.102 2.885 0.914
H -0.401 0.088 1.722
H 0.576 1.077 -0.751
H -0.223 -1.572 0.519
H 1.134 -2.372 -1.474
H 0.464 -0.922 -2.412
H -0.494 -2.303 -1.803
*
```

The computed Löwdin charges, all in e, follow: number 1, C, carries 0.19; number 2, N, carries 0.04; number 3, C, carries -0.08; number 4, C, carries -0.09; number 5, C, carries -0.05; number 6, H, carries 0.13; number 7, H, carries 0.13; number 8, H, carries 0.17; number 9, H, carries 0.14; number 10, H, carries 0.13; number 11, H, carries 0.10; number 12, H, carries 0.09; number 13, H, carries 0.10

Entry 5:
The following is a quantum chemistry calculation of a 2-piece molecular cluster, C10H15NO overall in a non-equilibrium geometry, from the Open Molecules 2025 dataset.

Output
maximum force: 3.0 eV Å⁻¹
HOMO-LUMO gap: 9.76 eV
LUMO energy: 0.86 eV
SMILES string: Cc1ccccc1.CCC(N)=O
relative energy (zero: lowest compared OMol25 entry of this formula, charge and spin): 89.36 kJ/mol

Geometry as ORCA input:
```
! wB97M-V def2-TZVPD RIJCOSX def2/J DEFGRID3
* xyz 0 1
C -1.192 -2.161 -0.432
C 0.026 -1.381 -0.847
C 0.331 -1.157 -2.189
C 1.434 -0.415 -2.574
C 2.386 0.031 -1.654
C 2.160 -0.232 -0.321
C 0.955 -0.870 0.074
H -1.892 -1.279 -0.220
H -1.112 -2.599 0.603
H -1.507 -2.812 -1.257
H -0.212 -1.570 -3.027
H 1.615 -0.223 -3.681
H 3.370 0.483 -1.911
H 2.861 0.019 0.452
H 0.833 -1.005 1.113
C -0.171 0.716 2.584
C -1.334 1.494 1.969
C -1.559 1.250 0.498
N -0.672 1.918 -0.425
O -2.484 0.651 0.022
H 0.730 1.252 2.325
H -0.270 -0.379 2.391
H -0.362 0.734 3.660
H -2.283 1.264 2.485
H -1.105 2.566 2.020
H -0.861 1.682 -1.391
H 0.313 2.022 -0.266
*
```

The computed Löwdin charges, all in e, follow: number 1, C, carries -0.04; number 2, C, carries -0.28; number 3, C, carries -0.07; number 4, C, carries -0.11; number 5, C, carries -0.12; number 6, C, carries -0.10; number 7, C, carries -0.07; number 8, H, carries 0.08; number 9, H, carries 0.09; number 10, H, carries 0.08; number 11, H, carries 0.11; number 12, H, carries 0.12; number 13, H, carries 0.11; number 14, H, carries 0.10; number 15, H, carries 0.06; number 16, C, carries -0.10; number 17, C, carries -0.17; number 18, C, carries -0.52; number 19, N, carries 0.15; number 20, O, carries 0.04; number 21, H, carries 0.08; number 22, H, carries 0.08; number 23, H, carries 0.07; number 24, H, carries 0.12; number 25, H, carries 0.12; number 26, H, carries 0.09; number 27, H, carries 0.07